Entry from OMol25: a molecular structure, C29H47ClF5IO12P2S in a non-equilibrium geometry (ωB97M-V with the def2-TZVPD basis set).

```
98
C29H47ClF5IO12P2S (ωB97M-V with the def2-TZVPD basis set)
C -0.957 -2.223 -0.116
C -0.498 -1.581 1.077
C -0.046 -0.036 1.214
C -1.270 1.016 1.258
C -2.387 0.857 0.135
F -3.085 2.125 -0.062
F -1.917 0.516 -1.165
C -3.567 -0.170 0.476
C -3.703 -1.057 1.725
C -4.906 -2.008 1.941
C -6.088 -2.104 0.937
C -5.987 -1.172 -0.326
C -7.254 -1.254 -1.335
F -7.129 -0.200 -2.269
F -7.315 -2.542 -1.908
F -8.444 -1.010 -0.563
C -4.730 -0.222 -0.582
C -0.770 2.556 1.480
I 0.289 2.799 3.410
S 0.502 2.868 0.177
O -0.027 2.940 -1.222
O 1.119 4.227 0.478
O 1.694 1.722 0.442
C 1.221 0.358 0.319
Cl 1.148 -0.045 -1.460
C 2.449 -0.546 0.909
C 3.807 -0.372 0.025
C 4.101 -1.758 -0.753
O 4.619 -1.557 -2.105
H -0.349 -3.135 -0.479
H -1.878 -1.957 -0.728
H -0.497 -2.252 2.019
H 0.369 0.010 2.299
H -1.810 0.785 2.258
H -2.865 -1.013 2.505
H -4.941 -2.667 2.885
H -6.983 -2.805 1.100
H -4.686 0.429 -1.529
H -1.618 3.308 1.530
H 2.606 -0.195 1.994
H 2.213 -1.661 0.896
H 3.773 0.536 -0.661
H 4.674 -0.251 0.780
H 3.159 -2.418 -0.866
H 4.826 -2.374 -0.095
H 4.063 -2.134 -2.682
O -9.428 4.572 2.780
P -7.919 4.822 2.696
O -7.491 3.238 2.387
C -8.208 2.455 1.438
C -7.612 2.569 0.045
O -7.627 4.832 4.326
C -8.683 5.018 5.260
C -9.276 3.684 5.675
O -6.267 5.234 2.563
C -5.503 4.986 1.398
C -5.899 5.886 0.249
H -9.268 2.710 1.406
H -8.141 1.414 1.769
H -7.649 3.603 -0.305
H -8.164 1.946 -0.663
H -6.568 2.244 0.040
H -9.442 5.695 4.862
H -8.258 5.510 6.140
H -9.534 3.061 4.816
H -10.177 3.835 6.278
H -8.557 3.114 6.269
H -5.539 3.933 1.128
H -4.459 5.190 1.660
H -6.975 5.837 0.056
H -5.364 5.604 -0.661
H -5.663 6.928 0.480
O 9.054 -5.246 -2.137
P 9.116 -3.717 -2.213
O 10.199 -3.643 -3.482
C 10.047 -4.477 -4.626
C 9.206 -3.813 -5.704
O 10.192 -3.500 -0.972
C 10.428 -4.526 -0.016
C 11.572 -5.420 -0.456
O 9.053 -2.012 -2.240
C 8.660 -1.274 -3.381
C 7.182 -1.411 -3.670
H 9.621 -5.449 -4.375
H 11.050 -4.661 -5.021
H 8.201 -3.597 -5.336
H 9.120 -4.464 -6.578
H 9.656 -2.871 -6.025
H 9.516 -5.096 0.178
H 10.696 -4.039 0.926
H 11.448 -5.775 -1.483
H 11.656 -6.290 0.203
H 12.517 -4.874 -0.427
H 9.274 -1.533 -4.240
H 8.880 -0.224 -3.165
H 6.883 -2.462 -3.733
H 6.929 -0.915 -4.610
H 6.593 -0.959 -2.872
```

## Properties
- E: -4373.79544 Eh
- Frontier orbital gap: 7.76 eV



Entry from OMol25: 6 unconnected molecules or ions with the total composition C29H47N2O11PS in a non-equilibrium geometry (ωB97M-V with the def2-TZVPD basis set).

```
91
C29H47N2O11PS (ωB97M-V with the def2-TZVPD basis set)
P 3.049 -0.251 -0.505
C 2.899 0.024 -2.338
C 1.830 1.084 -2.752
C 1.190 1.906 -1.622
C -0.038 1.238 -0.960
C -0.870 2.318 -0.229
C -2.266 2.594 -0.846
C -2.297 2.657 -2.384
S -3.627 1.686 -3.177
C -3.612 0.193 -2.281
N -4.530 -0.273 -1.496
N -4.012 -1.468 -1.020
C -2.842 -1.641 -1.523
O -2.522 -0.607 -2.358
H 3.610 0.951 -0.026
H 4.097 -1.188 -0.361
H 2.643 -0.933 -2.797
H 3.861 0.314 -2.765
H 1.062 0.612 -3.368
H 2.344 1.802 -3.398
H 1.904 2.262 -0.877
H 0.787 2.811 -2.096
H 0.280 0.444 -0.287
H -0.592 0.781 -1.783
H -0.307 3.253 -0.201
H -1.053 1.946 0.782
H -2.572 3.581 -0.486
H -2.985 1.896 -0.417
H -1.356 2.386 -2.856
H -2.510 3.684 -2.689
H -2.141 -2.440 -1.355
O -2.503 -4.783 -7.170
C -3.102 -3.976 -6.525
O -2.758 -3.639 -5.258
C -3.727 -2.728 -4.708
C -4.402 -2.088 -5.912
C -4.349 -3.215 -6.941
H -4.428 -3.297 -4.093
H -3.224 -1.998 -4.086
H -5.406 -1.727 -5.699
H -3.809 -1.243 -6.263
H -5.208 -3.883 -6.863
H -4.252 -2.842 -7.956
O 2.773 -0.101 2.159
C 2.313 0.836 2.743
O 1.557 1.782 2.134
C 1.245 2.834 3.064
C 1.397 2.206 4.443
C 2.504 1.183 4.204
H 1.946 3.657 2.903
H 0.235 3.191 2.875
H 1.622 2.930 5.224
H 0.475 1.691 4.720
H 3.496 1.615 4.337
H 2.389 0.303 4.830
O 6.261 2.457 6.859
C 6.192 1.316 6.511
O 5.014 0.652 6.394
C 5.261 -0.729 6.062
C 6.649 -0.750 5.441
C 7.347 0.388 6.183
H 5.206 -1.319 6.979
H 4.495 -1.076 5.372
H 7.147 -1.713 5.536
H 6.583 -0.509 4.379
H 7.802 0.052 7.116
H 8.083 0.893 5.564
O 5.507 -3.529 -0.441
C 4.571 -4.193 -0.108
O 4.286 -4.490 1.184
C 3.167 -5.391 1.244
C 2.427 -5.199 -0.072
C 3.566 -4.857 -1.030
H 3.547 -6.408 1.363
H 2.553 -5.142 2.107
H 1.844 -6.069 -0.368
H 1.747 -4.350 0.007
H 4.021 -5.749 -1.462
H 3.250 -4.174 -1.814
O -5.075 2.630 -1.583
C -5.815 2.917 -0.679
O -5.887 2.206 0.462
C -6.934 2.723 1.302
C -7.144 4.157 0.839
C -6.813 4.059 -0.649
H -7.824 2.105 1.164
H -6.623 2.660 2.342
H -8.142 4.536 1.049
H -6.425 4.815 1.332
H -7.683 3.781 -1.245
H -6.369 4.972 -1.034
```

## Properties
- Structure (SMILES): PCCCCCCCSc1nnco1.O=C1CCCO1.O=C1CCCO1.O=C1CCCO1.O=C1CCCO1.O=C1CCCO1
- E: -2809.85709 Eh
- Frontier orbital gap: 8.07 eV



Entry from OMol25: 15 unconnected molecules or ions with the total composition C29H48Br2Cl28O5 in a non-equilibrium geometry (ωB97M-V with the def2-TZVPD basis set).

```
112
C29H48Br2Cl28O5 (ωB97M-V with the def2-TZVPD basis set)
C 4.043 -0.127 4.350
C 3.974 -0.323 3.155
C 3.855 -0.571 1.623
O 4.999 -0.881 0.856
C 5.724 0.285 0.417
C 6.618 0.986 1.532
C 8.155 0.573 1.263
C 2.680 0.313 1.031
O 2.660 1.352 0.430
O 1.446 -0.298 1.369
C 1.625 -1.564 2.098
O 0.661 -2.394 1.430
C -0.650 -2.246 2.024
C -1.739 -1.652 1.037
C -1.796 -0.049 1.070
O -1.594 -2.163 -0.299
C 3.053 -1.987 1.580
C 3.799 -3.193 2.228
Br 3.760 -3.606 4.155
C 4.565 -4.031 1.452
C 5.384 -5.251 2.069
Br 4.757 -3.825 -0.503
H 3.764 0.066 5.414
H 6.443 -0.079 -0.385
H 5.097 1.080 -0.076
H 6.404 0.660 2.586
H 6.542 2.106 1.414
H 8.734 0.482 2.234
H 8.245 -0.436 0.760
H 8.696 1.328 0.631
H 1.524 -1.520 3.219
H -0.587 -1.550 2.909
H -0.964 -3.267 2.410
H -2.751 -2.028 1.403
H -1.215 0.373 0.189
H -2.844 0.346 0.985
H -1.339 0.293 2.053
H -1.417 -1.430 -0.914
H 2.866 -2.068 0.460
H 4.661 -5.980 2.525
H 5.992 -5.741 1.245
H 6.138 -4.856 2.810
C -5.305 2.858 0.985
Cl -3.562 3.156 1.060
Cl -5.653 1.135 0.809
H -5.762 3.219 1.903
H -5.718 3.391 0.132
C 1.670 4.777 -0.272
Cl -0.002 4.245 -0.079
Cl 1.895 5.657 -1.790
H 1.930 5.431 0.556
H 2.320 3.904 -0.271
C 5.305 3.502 4.060
Cl 4.223 2.254 4.695
Cl 5.559 4.798 5.238
H 6.265 3.049 3.823
H 4.864 3.925 3.160
C 0.684 1.985 7.077
Cl 0.933 3.725 6.908
Cl 1.785 1.075 6.034
H 0.863 1.701 8.111
H -0.340 1.746 6.800
C 2.169 -6.637 -2.074
Cl 1.696 -7.311 -3.640
Cl 2.647 -7.914 -0.948
H 3.008 -5.961 -2.219
H 1.326 -6.093 -1.654
C -5.609 5.705 -2.569
Cl -7.112 5.210 -3.355
Cl -5.734 5.586 -0.811
H -4.803 5.060 -2.911
H -5.394 6.737 -2.838
C -7.437 4.347 -7.270
Cl -5.771 4.826 -6.922
Cl -7.721 4.232 -9.010
H -7.627 3.378 -6.817
H -8.112 5.090 -6.851
C 4.338 4.592 -4.808
Cl 4.791 2.889 -4.951
Cl 5.730 5.648 -5.078
H 3.575 4.817 -5.549
H 3.947 4.770 -3.809
C -0.242 -10.317 -2.024
Cl -1.751 -10.772 -2.829
Cl -0.375 -10.484 -0.270
H 0.556 -10.963 -2.381
H -0.013 -9.281 -2.264
C -8.932 0.778 -1.804
Cl -8.558 0.015 -0.255
Cl -7.964 2.236 -2.071
H -8.727 0.069 -2.602
H -9.985 1.053 -1.815
C -9.930 3.096 2.315
Cl -8.366 3.452 1.570
Cl -10.985 2.225 1.199
H -9.769 2.484 3.199
H -10.408 4.032 2.596
C 12.024 1.564 0.993
Cl 11.307 0.945 -0.499
Cl 10.782 2.103 2.132
H 12.608 0.774 1.458
H 12.668 2.406 0.751
C -3.842 -10.271 -5.819
Cl -3.578 -10.692 -7.516
Cl -5.439 -10.793 -5.271
H -3.083 -10.760 -5.212
H -3.765 -9.192 -5.707
C -10.681 4.968 -1.774
Cl -11.416 4.350 -3.259
Cl -11.907 5.576 -0.653
H -10.131 4.163 -1.291
H -10.002 5.779 -2.027
```

## Properties
- E: -19543.12387 Eh
- Frontier orbital gap: 9.14 eV



Entry from OMol25: a molecular structure, C29H48BrN3P2STc in a non-equilibrium geometry (ωB97M-V with the def2-TZVPD basis set).

```
85
C29H48BrN3P2STc (ωB97M-V with the def2-TZVPD basis set)
N 0.460 -0.645 6.479
C -0.714 -1.060 5.990
C -0.823 -1.968 4.937
C 0.339 -2.476 4.272
C 1.566 -2.181 4.967
C 1.558 -1.264 6.031
C 0.252 -2.958 2.891
Tc 0.096 -0.295 -1.355
P -0.273 0.905 -3.353
C 1.260 -3.389 2.080
C 1.001 -3.368 0.665
C 2.069 -3.206 -0.293
C 1.777 -2.790 -1.568
C 0.425 -2.375 -1.957
C -0.578 -3.083 -1.159
C -0.295 -3.540 0.091
Br 0.087 -2.693 -3.936
H -0.779 -3.091 2.543
H 2.282 -3.586 2.389
H -1.846 -2.128 4.569
H 2.580 -2.526 4.675
H -1.611 -0.651 6.433
H 2.476 -0.963 6.556
H 3.094 -3.433 -0.018
H -1.101 -4.000 0.653
H 2.542 -2.443 -2.254
H -1.574 -3.050 -1.511
P 1.574 1.040 -0.269
C -1.981 -0.106 -3.447
C -2.128 -0.703 -4.835
H -2.782 0.619 -3.217
H -2.005 -0.895 -2.648
H -2.916 -1.469 -4.777
H -2.372 0.045 -5.606
H -1.187 -1.214 -5.117
C 1.201 0.363 -4.318
C 1.130 0.676 -5.801
H 1.457 -0.708 -4.098
H 2.061 0.886 -3.853
H 1.894 0.095 -6.342
H 0.133 0.520 -6.225
H 1.414 1.727 -5.915
C -0.736 2.582 -3.913
C -1.636 2.557 -5.130
H 0.177 3.178 -4.063
H -1.243 3.014 -3.040
H -1.796 3.590 -5.452
H -1.205 2.010 -5.972
H -2.602 2.123 -4.866
C 1.087 2.763 0.141
C 0.695 3.715 -0.985
H 1.894 3.201 0.732
H 0.256 2.715 0.860
H 1.010 4.744 -0.737
H 1.140 3.424 -1.940
H -0.392 3.770 -1.102
C 3.103 1.133 -1.286
C 4.008 -0.095 -1.222
H 3.626 2.039 -0.961
H 2.788 1.329 -2.320
H 4.754 -0.022 -2.024
H 4.525 -0.186 -0.257
H 3.441 -1.012 -1.413
C 2.216 0.429 1.346
C 1.640 1.057 2.615
H 3.312 0.512 1.338
H 2.040 -0.660 1.359
H 2.252 0.838 3.500
H 1.553 2.148 2.550
H 0.658 0.619 2.836
S -1.607 1.030 -0.173
C -2.091 0.734 1.540
N -1.472 1.400 2.528
C -2.098 1.712 3.823
C -3.201 0.741 4.142
C -4.049 0.485 2.923
N -3.222 0.035 1.831
H -0.705 2.009 2.235
H -2.516 2.729 3.772
H -1.287 1.697 4.557
H -3.807 1.215 4.913
H -2.826 -0.179 4.587
H -4.580 1.414 2.680
H -4.795 -0.271 3.109
H -3.675 -0.315 0.988
```

## Properties
- ⟨S²⟩: 3.880
- E: -5032.14113 Eh
- Spin multiplicity: 4
- Frontier orbital gap (spin up / spin down): 6.03 / 4.04 eV
- Net charge: +4



Entry from OMol25: a molecular structure, C29H48FeNOP3S in a non-equilibrium geometry (ωB97M-V with the def2-TZVPD basis set).

```
84
C29H48FeNOP3S (ωB97M-V with the def2-TZVPD basis set)
Fe -0.021 -0.121 -0.184
P 0.291 -1.939 -1.466
P 2.342 -0.058 0.526
P -2.136 0.407 -1.111
H 1.524 1.867 -1.170
C 0.459 1.809 -0.935
C 0.029 1.904 0.429
H 0.752 2.151 1.204
C 0.947 -1.638 -3.157
C 1.424 -3.237 -0.824
C -1.202 -2.980 -1.728
C 3.062 1.414 1.373
C 2.969 -1.365 1.657
C 3.479 -0.159 -0.925
C -2.927 2.032 -0.752
C -3.523 -0.687 -0.614
C -2.116 0.404 -2.957
H -0.212 2.104 -1.744
H -0.996 2.177 0.688
H 1.068 -2.590 -3.695
H 1.920 -1.135 -3.082
H 0.260 -0.987 -3.712
H 1.426 -4.092 -1.516
H 1.064 -3.585 0.154
H 2.447 -2.858 -0.715
H -0.914 -3.915 -2.235
H -1.952 -2.455 -2.330
H -1.638 -3.232 -0.750
H 4.144 1.259 1.513
H 2.592 1.561 2.355
H 2.910 2.322 0.775
H 4.066 -1.438 1.579
H 2.533 -2.342 1.418
H 2.698 -1.107 2.691
H 4.512 0.031 -0.601
H 3.194 0.604 -1.658
H 3.421 -1.144 -1.400
H -3.870 2.106 -1.318
H -2.265 2.860 -1.034
H -3.145 2.105 0.323
H -4.417 -0.431 -1.203
H -3.721 -0.530 0.455
H -3.270 -1.740 -0.769
H -3.075 0.773 -3.348
H -1.931 -0.602 -3.349
H -1.316 1.066 -3.315
C -1.012 0.034 -7.423
C -0.368 0.368 -8.638
C -0.191 1.720 -8.942
C -0.678 2.716 -8.081
C -1.371 2.364 -6.917
C -1.575 1.022 -6.602
O -1.041 -1.245 -6.928
H -0.660 -1.844 -7.596
H 0.003 -0.419 -9.301
H 0.334 1.999 -9.857
H -0.523 3.771 -8.320
H -1.763 3.127 -6.243
H -2.135 0.711 -5.718
N -0.507 -1.054 1.431
S -1.751 -0.905 2.520
C -1.294 -2.081 3.807
C -2.319 -2.854 4.389
C -2.019 -3.702 5.461
C -0.696 -3.799 5.923
C 0.320 -3.058 5.311
C 0.024 -2.196 4.247
C -1.438 0.616 3.401
C -0.142 1.084 3.581
C 0.080 2.263 4.293
C -1.005 2.930 4.870
C -2.314 2.445 4.717
C -2.544 1.295 3.958
H -0.095 -1.978 1.582
H -3.332 -2.760 3.997
H -2.825 -4.278 5.930
H -0.457 -4.461 6.758
H 1.354 -3.130 5.657
H 0.806 -1.603 3.781
H 0.683 0.521 3.150
H 1.102 2.634 4.393
H -0.827 3.840 5.442
H -3.166 2.950 5.188
H -3.546 0.892 3.798
```

## Properties
- ⟨S²⟩: 8.778
- E: -3948.72242 Eh
- Spin multiplicity: 6
- Frontier orbital gap (spin up / spin down): 4.48 / 1.87 eV
- Net charge: +3



Please write out number 4 again, unchanged.
Entry from OMol25: a molecular structure, C29H48BrN3P2STc in a non-equilibrium geometry (ωB97M-V with the def2-TZVPD basis set).

```
85
C29H48BrN3P2STc (ωB97M-V with the def2-TZVPD basis set)
N 0.460 -0.645 6.479
C -0.714 -1.060 5.990
C -0.823 -1.968 4.937
C 0.339 -2.476 4.272
C 1.566 -2.181 4.967
C 1.558 -1.264 6.031
C 0.252 -2.958 2.891
Tc 0.096 -0.295 -1.355
P -0.273 0.905 -3.353
C 1.260 -3.389 2.080
C 1.001 -3.368 0.665
C 2.069 -3.206 -0.293
C 1.777 -2.790 -1.568
C 0.425 -2.375 -1.957
C -0.578 -3.083 -1.159
C -0.295 -3.540 0.091
Br 0.087 -2.693 -3.936
H -0.779 -3.091 2.543
H 2.282 -3.586 2.389
H -1.846 -2.128 4.569
H 2.580 -2.526 4.675
H -1.611 -0.651 6.433
H 2.476 -0.963 6.556
H 3.094 -3.433 -0.018
H -1.101 -4.000 0.653
H 2.542 -2.443 -2.254
H -1.574 -3.050 -1.511
P 1.574 1.040 -0.269
C -1.981 -0.106 -3.447
C -2.128 -0.703 -4.835
H -2.782 0.619 -3.217
H -2.005 -0.895 -2.648
H -2.916 -1.469 -4.777
H -2.372 0.045 -5.606
H -1.187 -1.214 -5.117
C 1.201 0.363 -4.318
C 1.130 0.676 -5.801
H 1.457 -0.708 -4.098
H 2.061 0.886 -3.853
H 1.894 0.095 -6.342
H 0.133 0.520 -6.225
H 1.414 1.727 -5.915
C -0.736 2.582 -3.913
C -1.636 2.557 -5.130
H 0.177 3.178 -4.063
H -1.243 3.014 -3.040
H -1.796 3.590 -5.452
H -1.205 2.010 -5.972
H -2.602 2.123 -4.866
C 1.087 2.763 0.141
C 0.695 3.715 -0.985
H 1.894 3.201 0.732
H 0.256 2.715 0.860
H 1.010 4.744 -0.737
H 1.140 3.424 -1.940
H -0.392 3.770 -1.102
C 3.103 1.133 -1.286
C 4.008 -0.095 -1.222
H 3.626 2.039 -0.961
H 2.788 1.329 -2.320
H 4.754 -0.022 -2.024
H 4.525 -0.186 -0.257
H 3.441 -1.012 -1.413
C 2.216 0.429 1.346
C 1.640 1.057 2.615
H 3.312 0.512 1.338
H 2.040 -0.660 1.359
H 2.252 0.838 3.500
H 1.553 2.148 2.550
H 0.658 0.619 2.836
S -1.607 1.030 -0.173
C -2.091 0.734 1.540
N -1.472 1.400 2.528
C -2.098 1.712 3.823
C -3.201 0.741 4.142
C -4.049 0.485 2.923
N -3.222 0.035 1.831
H -0.705 2.009 2.235
H -2.516 2.729 3.772
H -1.287 1.697 4.557
H -3.807 1.215 4.913
H -2.826 -0.179 4.587
H -4.580 1.414 2.680
H -4.795 -0.271 3.109
H -3.675 -0.315 0.988
```

## Properties
- ⟨S²⟩: 3.880
- E: -5032.14113 Eh
- Spin multiplicity: 4
- Frontier orbital gap (spin up / spin down): 6.03 / 4.04 eV
- Net charge: +4



Question: Look up the E of the first one.
Answer: -4373.79544 Eh



Question: Which of these has the lowest E?
Answer: C29H48Br2Cl28O5



Question: Which formula does entry 4 have?
Answer: C29H48BrN3P2STc